{
  "formula": "C34H63F3N5O3",
  "method": "ωB97M-V/def2-TZVPD",
  "total_charge": 1,
  "homo_lumo_gap_ev": 9.7,
  "homo_ev": -11.92,
  "species": ["C", "C", "C", "C", "C", "C", "C", "C", "C", "C", "C", "C", "C", "C", "C", "O", "C", "F", "F", "F", "C", "C", "O", "C", "C", "C", "N", "C", "C", "C", "C", "N", "C", "C", "C", "O", "H", "H", "H", "H", "H", "H", "H", "H", "H", "H", "H", "H", "H", "H", "H", "H", "H", "H", "H", "H", "H", "H", "H", "H", "H", "H", "H", "H", "H", "H", "H", "H", "H", "H", "H", "H", "H", "H", "H", "H", "H", "H", "H", "H", "H", "H", "H", "H", "H", "H", "H", "H", "H", "H", "C", "C", "N", "H", "H", "H", "C", "C", "N", "H", "H", "H", "C", "C", "N", "H", "H", "H"],
  "xyz": [[-1.65712, -7.19889, -0.71522], [-3.14059, -6.78627, -0.52244], [-3.77632, -6.47688, -1.90085], [-4.00111, -4.97924, -2.17426], [-2.70529, -4.14270, -2.17982], [-2.19132, -3.66409, -0.80316], [-3.25808, -3.12709, 0.16203], [-2.59303, -2.84300, 1.54313], [-2.63213, -1.36398, 1.95540], [-1.38133, -0.59393, 1.48807], [-1.69100, 0.90065, 1.48274], [-0.50933, 1.76914, 0.96923], [-0.75891, 3.20943, 1.45510], [-0.51248, 3.43210, 2.96326], [0.76066, 2.79345, 3.54533], [0.67492, 1.38009, 3.70221], [2.07160, 3.18577, 2.89073], [3.05749, 2.63916, 3.60765], [2.23601, 2.73153, 1.65235], [2.26853, 4.47743, 2.94975], [-0.07178, 4.31231, 0.58708], [-0.05694, 4.01313, -0.93367], [-0.42661, 5.20509, -1.57908], [-0.53461, 5.09700, -2.99190], [0.78680, 4.73297, -3.70553], [-0.98882, 2.83833, -1.21975], [-0.47814, 1.62995, -0.53346], [0.86158, 1.16520, -1.08334], [0.85879, -0.28969, -1.56382], [1.52859, -1.29403, -0.61587], [2.90922, -0.85761, -0.12415], [3.71047, -0.17005, -1.16022], [4.13417, -1.12702, -2.21128], [4.92734, 0.22073, -0.47087], [4.92824, 1.54917, 0.27824], [5.89951, -0.45100, -0.44682], [-1.21098, -6.58833, -1.49758], [-1.64601, -8.22246, -1.08946], [-1.09906, -7.14514, 0.22085], [-3.64569, -7.65084, -0.08662], [-3.23998, -5.97124, 0.19420], [-4.73603, -6.99741, -1.94616], [-3.16134, -6.88861, -2.70329], [-4.77585, -4.58511, -1.51591], [-4.40460, -4.92060, -3.19015], [-2.83292, -3.30034, -2.86416], [-1.92243, -4.78420, -2.59322], [-1.62881, -4.46565, -0.32355], [-1.47917, -2.84646, -0.98701], [-4.05916, -3.84101, 0.33461], [-3.71665, -2.22952, -0.26645], [-3.16832, -3.39350, 2.29074], [-1.58744, -3.26763, 1.55348], [-3.51156, -0.87355, 1.53688], [-2.65255, -1.32640, 3.04680], [-0.53105, -0.82613, 2.13053], [-1.12332, -0.90472, 0.46658], [-1.95057, 1.24962, 2.48004], [-2.56033, 1.10250, 0.84176], [0.38801, 1.29334, 1.35450], [-1.82276, 3.39638, 1.29060], [-1.36085, 3.04456, 3.53334], [-0.48134, 4.50292, 3.14133], [0.84791, 3.18520, 4.56569], [0.07683, 1.26291, 4.45201], [-0.72407, 5.17909, 0.69111], [0.89321, 4.61402, 0.98378], [0.98557, 3.78666, -1.18734], [-1.35228, 4.44705, -3.32079], [-0.81726, 6.08899, -3.34106], [1.58191, 4.88685, -2.97200], [1.00038, 5.35302, -4.56785], [0.78297, 3.66210, -3.92811], [-1.04500, 2.59845, -2.28238], [-2.01582, 3.04271, -0.91724], [-1.11992, 0.86850, -0.76259], [1.03844, 1.78142, -1.96411], [1.67292, 1.40305, -0.40421], [-0.13616, -0.64608, -1.85466], [1.43638, -0.30308, -2.48701], [1.65223, -2.22203, -1.17769], [0.92162, -1.53780, 0.25620], [3.45023, -1.77190, 0.16496], [2.87875, -0.22127, 0.76542], [4.43515, -2.08619, -1.78400], [3.32290, -1.30818, -2.91910], [4.95371, -0.68666, -2.76749], [5.95818, 1.80403, 0.50702], [4.46414, 2.29986, -0.36458], [4.40099, 1.45990, 1.22893], [-3.14962, 5.83792, 4.72737], [-2.77856, 5.71976, 3.32525], [-2.48442, 5.62739, 2.21955], [-4.00877, 6.49578, 4.85087], [-3.41135, 4.86752, 5.14836], [-2.33021, 6.24770, 5.31728], [1.47042, -9.13358, 0.75441], [1.29628, -8.65408, -0.60851], [1.15866, -8.27621, -1.68322], [2.05737, -8.43208, 1.34609], [0.50874, -9.26431, 1.25007], [1.98529, -10.09324, 0.77015], [4.38286, 5.95661, -1.49768], [4.13786, 6.40999, -2.85959], [3.94633, 6.76853, -3.93283], [5.04706, 6.63954, -0.96981], [3.45333, 5.89414, -0.93086], [4.84655, 4.97039, -1.48927]],
  "mulliken_charge": [-1.42, -0.26, -0.90, -0.85, -1.02, 0.49, -0.54, -1.33, -1.03, 1.02, -2.31, -0.23, 0.63, -1.55, -0.76, -0.57, 0.26, -0.36, 0.07, -0.30, -1.67, 1.25, -0.51, -0.42, -0.69, -2.01, 1.13, -0.11, -1.35, -0.10, -1.91, 0.25, -1.08, 0.57, -0.80, -0.52, 0.34, 0.44, 0.34, 0.47, 0.15, 0.37, 0.39, 0.35, 0.38, 0.45, 0.36, 0.28, -0.59, 0.52, 0.44, 0.61, 0.42, 0.47, 0.42, 0.39, -0.85, 0.56, 0.36, 0.12, 1.11, 0.62, 0.70, 0.71, 0.44, 0.70, -0.04, 0.22, 0.33, 0.50, -0.04, 0.45, 0.18, 0.79, 0.19, 0.77, 0.08, 0.22, 0.54, 0.45, 0.68, -0.01, 0.76, 0.44, 0.37, 0.33, 0.42, 0.51, 0.14, 0.05, -1.07, 0.54, -0.40, 0.35, 0.29, 0.30, -0.85, 0.43, -0.41, 0.27, 0.28, 0.32, -0.50, 0.35, -0.40, 0.37, 0.07, 0.14]
}

{
  "formula": "C3H11N2O",
  "method": "ωB97M-V/def2-TZVPD",
  "total_charge": 1,
  "homo_lumo_gap_ev": 9.1,
  "homo_ev": -13.51,
  "species": ["C", "C", "N", "C", "N", "H", "H", "H", "H", "H", "H", "H", "H", "H", "H", "H", "O"],
  "xyz": [[1.93188, -1.26537, -1.58718], [0.59269, -0.64256, -1.98696], [-2.31824, -0.41287, 0.28197], [-1.67574, -0.51354, -0.89596], [-0.41755, -0.83236, -0.92903], [2.01718, -1.27954, -0.50244], [2.73230, -0.66639, -2.01790], [2.12848, -2.27575, -1.95133], [0.19934, -0.98082, -2.94566], [0.83014, 0.41199, -2.13394], [-2.14997, -1.06767, 1.03821], [-3.16285, 0.13252, 0.34745], [-2.23922, -0.36364, -1.81064], [-0.07415, -1.40764, -0.17205], [0.81285, 4.14469, 4.48670], [0.29461, 3.64903, 5.84461], [0.49825, 3.36992, 4.93414]],
  "nbo_charge": [-0.63, -0.23, -0.75, 0.42, -0.49, 0.21, 0.25, 0.24, 0.23, 0.23, 0.43, 0.44, 0.24, 0.42, 0.47, 0.48, -0.95]
}

{
  "formula": "C17H26CeClNO",
  "method": "ωB97M-V/def2-TZVPD",
  "total_charge": 2,
  "homo_lumo_gap_ev": 6.7,
  "homo_ev": -14.46,
  "species": ["C", "C", "C", "C", "Cl", "H", "H", "H", "H", "H", "H", "H", "H", "H", "C", "C", "C", "H", "C", "C", "H", "H", "H", "H", "C", "C", "C", "H", "C", "C", "H", "H", "H", "H", "Ce", "C", "N", "C", "C", "O", "H", "H", "H", "H", "H", "H", "H"],
  "xyz": [[0.23865, 0.88248, -5.99788], [1.61168, 1.38225, -5.91596], [-0.00678, -0.53619, -6.26550], [-0.88394, 1.82026, -5.95006], [0.22943, 0.85430, -2.46039], [-0.03257, -0.75597, -7.34769], [-0.97453, -0.85648, -5.85199], [0.78470, -1.16471, -5.83132], [2.01019, 1.65715, -6.90892], [2.28778, 0.62073, -5.50004], [1.67129, 2.28134, -5.28568], [-1.13920, 2.20947, -6.95183], [-0.65040, 2.68889, -5.31762], [-1.78940, 1.33617, -5.55555], [1.71608, -1.00491, 1.71966], [0.96542, -2.00030, 1.01633], [1.39860, -2.00918, -0.34591], [0.24193, -2.67653, 1.46547], [2.43936, -1.03744, -0.48411], [2.63459, -0.41330, 0.78991], [3.39849, 0.33774, 1.02310], [1.65357, -0.80235, 2.78967], [1.03851, -2.67935, -1.12622], [3.01032, -0.82550, -1.39274], [-2.26954, 0.92974, 1.29442], [-1.85612, -0.37886, 1.70902], [-1.95307, -1.24381, 0.56787], [-1.57958, -0.67433, 2.72432], [-2.41473, -0.47146, -0.54159], [-2.62254, 0.87039, -0.08853], [-3.03960, 1.69831, -0.67650], [-2.37748, 1.80525, 1.94194], [-1.74058, -2.31054, 0.55368], [-2.60665, -0.84990, -1.54647], [0.09660, 0.32508, 0.04133], [-0.45349, 3.19821, 3.77077], [0.97099, 2.94327, 3.54296], [1.92980, 3.32192, 4.57786], [1.38481, 2.26710, 2.48924], [0.60396, 1.92930, 1.53688], [-0.50416, 3.81486, 4.67092], [-1.00213, 2.25868, 3.93025], [-0.89417, 3.72697, 2.91857], [2.38956, 2.43298, 5.03867], [2.73570, 3.93675, 4.15043], [1.38555, 3.89470, 5.33266], [2.45239, 1.99532, 2.46454]],
  "nbo_charge": [0.67, -0.77, -0.77, -0.77, -0.38, 0.33, 0.27, 0.27, 0.33, 0.27, 0.28, 0.33, 0.28, 0.27, -0.31, -0.26, -0.30, 0.26, -0.25, -0.28, 0.25, 0.26, 0.27, 0.26, -0.26, -0.30, -0.28, 0.26, -0.29, -0.25, 0.26, 0.25, 0.26, 0.26, 1.28, -0.42, -0.33, -0.43, 0.58, -0.70, 0.24, 0.22, 0.23, 0.23, 0.23, 0.24, 0.18]
}

{
  "formula": "C34H39N2O4Zr",
  "method": "ωB97M-V/def2-TZVPD",
  "total_charge": 1,
  "homo_lumo_gap_ev": 8.0,
  "homo_ev": -11.12,
  "species": ["O", "C", "C", "H", "H", "C", "H", "H", "C", "H", "H", "H", "C", "H", "H", "H", "Zr", "C", "C", "C", "H", "C", "C", "H", "H", "H", "H", "C", "C", "C", "H", "C", "C", "H", "H", "H", "H", "O", "C", "C", "H", "H", "C", "H", "H", "C", "H", "H", "H", "H", "O", "C", "N", "C", "C", "O", "N", "C", "C", "C", "C", "C", "C", "C", "C", "C", "C", "C", "C", "H", "H", "H", "H", "H", "H", "H", "H", "H", "H", "H"],
  "xyz": [[0.40345, 0.16890, -6.95467], [0.26592, 1.52663, -7.50898], [0.16123, 1.05310, -8.96304], [1.16023, 2.10974, -7.26303], [-0.63939, 2.01272, -7.12498], [0.30821, -0.35917, -8.31960], [0.97774, 1.39222, -9.59697], [-0.81506, 1.25593, -9.40455], [1.57510, -1.11669, -8.64988], [2.45591, -0.48291, -8.51158], [1.56030, -1.47235, -9.68897], [1.64375, -1.99328, -7.99268], [-0.91212, -1.23932, -8.49390], [-1.82400, -0.70377, -8.21067], [-0.80363, -2.14189, -7.87934], [-1.00263, -1.55220, -9.54239], [0.26370, -0.08878, -0.15876], [-1.82097, -0.44657, 0.92044], [-2.16500, 0.92750, 1.16715], [-2.42876, 1.55523, -0.07210], [-2.33414, 1.36384, 2.15364], [-2.28188, 0.59682, -1.10679], [-1.96276, -0.67297, -0.50444], [-2.09391, -1.64486, -0.97874], [-1.74435, -1.22454, 1.67921], [-2.75778, 2.58843, -0.21159], [-2.56653, 0.73836, -2.15266], [1.10096, -1.95246, 1.10197], [0.21543, -2.47977, 0.10832], [0.77297, -2.20428, -1.17715], [-0.67614, -3.07141, 0.30604], [2.02623, -1.52242, -0.98264], [2.22502, -1.37561, 0.42777], [3.12609, -0.97721, 0.89749], [0.98597, -2.08754, 2.17488], [0.40099, -2.57582, -2.12712], [2.74807, -1.28562, -1.76034], [0.48205, 0.83279, -2.14062], [0.13011, 0.01357, -3.30830], [-0.19832, 1.01894, -4.37484], [-0.72242, -0.64799, -3.09312], [1.00819, -0.59593, -3.56202], [0.65834, 2.23536, -4.05419], [-1.26951, 1.25049, -4.35691], [0.03897, 0.57831, -5.33422], [0.73094, 2.25964, -2.54638], [0.26971, 3.15033, -4.49705], [1.67070, 2.07207, -4.43767], [-0.05836, 2.86098, -2.08685], [1.71394, 2.53864, -2.15791], [1.49982, 2.39166, 0.48116], [1.28039, 1.96236, 1.63458], [1.44714, 2.58096, 2.83579], [1.07601, 1.72363, 3.94525], [0.55731, 0.49775, 3.19634], [0.00810, -0.47526, 3.70866], [0.73925, 0.70523, 1.85279], [2.29874, 1.40654, 4.80099], [2.96129, 0.18698, 4.67933], [4.04693, -0.10145, 5.51889], [4.47367, 0.83853, 6.45969], [3.82918, 2.07899, 6.55645], [2.74095, 2.36506, 5.72555], [-0.06547, 2.31086, 4.75662], [-0.31951, 1.83936, 6.05065], [-1.39288, 2.35857, 6.77936], [-2.23261, 3.31501, 6.19574], [-1.99473, 3.75720, 4.89003], [-0.90814, 3.25067, 4.16605], [1.96469, 3.45117, 2.91724], [2.60062, -0.56286, 3.97155], [4.52347, -1.07653, 5.43296], [5.29742, 0.59820, 7.12908], [4.14629, 2.81903, 7.29380], [2.20726, 3.31678, 5.82682], [0.32500, 1.06603, 6.47876], [-1.56743, 2.01083, 7.79662], [-3.07704, 3.71443, 6.75643], [-2.63884, 4.49836, 4.41191], [-0.70275, 3.59251, 3.14568]],
  "mulliken_charge": [-0.57, -0.41, -0.78, 0.27, 0.25, 1.39, 0.32, 0.30, -1.59, 0.38, 0.41, 0.34, -1.64, 0.37, 0.35, 0.40, 0.93, -0.66, 0.07, -1.10, 0.66, -0.35, -0.68, 0.60, 0.54, 0.46, 0.54, -0.41, -0.85, -0.53, 0.60, -0.62, -0.31, 0.55, 0.62, 0.57, 0.51, -0.08, -0.77, 0.02, 0.30, 0.37, -0.77, 0.28, 0.06, -0.66, 0.43, 0.36, 0.29, 0.37, -0.69, -0.34, 0.10, 4.37, -2.08, -0.66, 1.56, -0.81, -0.09, -0.94, -0.46, -0.92, -0.01, -0.82, -0.23, -0.88, -0.45, -0.88, -0.39, 0.28, 0.36, 0.43, 0.39, 0.39, 0.46, 0.50, 0.41, 0.40, 0.41, 0.46]
}

For each record above, in turn, the calculated electronic energy values are -2132.1339; -305.3957; -1728.1657; -1776.3730 hartree.
For each record above, in turn, the calculated lowest unoccupied orbital energy values are -2.227; -4.369; -7.730; -3.127 eV.